[1]
The following is a quantum chemistry calculation of C6Cl3N3 in the gas phase, from the OMol25 dataset.

Results
E_tot (eV): -48256.2058
Orbital gap (eV): 10.70
Highest occupied orbital energy (eV): -11.60
Strongest force on any atom (eV/Å): 2.1
SMILES string: N#C[C@]1(Cl)[C@@](Cl)(C#N)[C@]1(Cl)C#N

ORCA input file:
```
! wB97M-V def2-TZVPD RIJCOSX def2/J DEFGRID3
* xyz 0 1
N -1.931 1.722 -1.717
C -1.061 1.180 -1.179
C 0.188 0.684 -0.642
Cl 1.756 1.266 -1.312
C 0.148 0.259 0.829
Cl -1.353 0.420 1.745
C 1.304 0.314 1.609
N 2.160 0.521 2.342
C 0.197 -0.857 -0.214
Cl 1.626 -1.838 -0.382
C -1.024 -1.547 -0.500
N -2.009 -2.124 -0.577
*
```

=====

[2]
The following is a quantum chemistry calculation of a molecular structure, C6F18N3O12PbS6, from the OMol25 dataset.

Results
E_tot (eV): -154436.3275
Orbital gap (eV): 9.83
ΔE to the lowest compared entry with this formula, charge and spin (eV): 0.000
Highest occupied orbital energy (eV): -8.40
Strongest force on any atom (eV/Å): 4.2

ORCA input file:
```
! wB97M-V def2-TZVPD RIJCOSX def2/J DEFGRID3
* xyz -1 1
Pb -0.618 -0.227 0.127
C -1.007 2.597 -3.431
F -1.997 3.191 -2.838
F -1.105 2.748 -4.760
F 0.137 3.219 -3.038
S -0.767 0.776 -2.912
O -0.626 0.052 -4.123
O 0.413 0.855 -2.069
N -1.961 0.289 -2.005
S -3.392 0.001 -2.652
O -3.762 0.856 -3.736
O -3.633 -1.410 -2.774
C -4.607 0.526 -1.293
F -5.777 0.293 -1.757
F -4.393 -0.273 -0.203
F -4.319 1.806 -0.989
C -0.021 -4.242 1.712
F -1.091 -4.711 2.293
F 0.587 -3.354 2.472
F 0.773 -5.259 1.411
S -0.611 -3.520 0.096
O -0.859 -4.565 -0.826
O -1.760 -2.642 0.435
N 0.558 -2.506 -0.240
S 1.926 -2.774 -1.057
O 2.353 -4.101 -1.017
O 1.852 -2.192 -2.359
C 3.156 -1.880 -0.017
F 3.397 -2.542 1.169
F 4.307 -1.630 -0.618
F 2.667 -0.660 0.259
C 2.266 1.041 3.863
F 3.051 0.439 3.016
F 2.335 0.351 4.976
F 2.727 2.294 4.081
S 0.551 0.806 3.217
O 0.633 -0.561 2.897
O -0.376 1.345 4.178
N 0.553 1.457 1.778
S 0.265 3.009 1.481
O -0.747 3.035 0.367
O 0.242 3.830 2.643
C 1.896 3.491 0.691
F 1.953 4.740 0.381
F 2.834 3.180 1.586
F 1.999 2.821 -0.415
*
```

=====

[3]
The following is a quantum chemistry calculation of 2 unconnected molecules or ions with the total composition C6H10, from the OMol25 dataset.

Results
E_tot (eV): -6380.2161
Orbital gap (eV): 8.46
ΔE to the lowest compared entry with this formula, charge and spin (eV): 3.643
Highest occupied orbital energy (eV): -7.74
Strongest force on any atom (eV/Å): 2.2

ORCA input file:
```
! wB97M-V def2-TZVPD RIJCOSX def2/J DEFGRID3
* xyz 0 1
C 2.237 0.061 0.015
C 0.739 0.119 0.069
C -0.036 1.219 0.129
C -1.480 0.891 0.149
C -1.514 -0.621 0.384
C -0.102 -1.137 0.008
H 2.565 -0.426 -0.916
H 2.683 1.060 0.055
H 2.642 -0.535 0.845
H 0.360 2.231 0.155
H -2.289 1.461 -0.431
H -1.981 1.077 -1.390
H -1.709 -0.849 1.444
H -2.323 -1.068 -0.188
H -0.070 -1.560 -1.010
H 0.279 -1.921 0.682
*
```

=====

[4]
The following is a quantum chemistry calculation of a molecular structure, C6H10, from the OMol25 dataset.

Results
E_tot (eV): -6380.5854
Orbital gap (eV): 8.48
ΔE to the lowest compared entry with this formula, charge and spin (eV): 3.274
Highest occupied orbital energy (eV): -7.38
Strongest force on any atom (eV/Å): 1.7

ORCA input file:
```
! wB97M-V def2-TZVPD RIJCOSX def2/J DEFGRID3
* xyz 0 1
C 1.742 -0.775 0.380
C 0.502 0.243 -0.866
C 0.391 -1.179 -0.588
C -2.325 0.205 0.404
C -1.429 1.201 0.342
C -0.076 1.239 -0.177
H 1.347 -0.834 1.390
H 2.301 0.199 0.382
H 2.473 -1.508 0.096
H 1.323 0.417 -1.552
H 0.607 -1.889 -1.405
H -0.421 -1.578 0.033
H -2.111 -0.846 0.240
H -3.363 0.441 0.602
H -1.794 2.196 0.586
H 0.466 2.177 -0.105
*
```

=====

[5]
The following is a quantum chemistry calculation of a molecular structure, C6H10, from the OMol25 dataset.

Results
E_tot (eV): -6379.3207
Orbital gap (eV): 9.70
ΔE to the lowest compared entry with this formula, charge and spin (eV): 4.539
Highest occupied orbital energy (eV): -8.60
Strongest force on any atom (eV/Å): 3.4

ORCA input file:
```
! wB97M-V def2-TZVPD RIJCOSX def2/J DEFGRID3
* xyz 0 1
C -0.151 0.038 -1.290
C -0.727 0.026 0.090
C -0.874 -1.409 0.624
C 0.325 1.046 1.405
C 1.471 1.040 0.583
C 1.988 0.798 -0.493
H -1.215 -0.368 -1.414
H 0.482 -0.775 -1.664
H -0.117 0.957 -1.878
H -1.615 0.655 0.136
H -0.560 -1.393 1.664
H -1.885 -1.837 0.584
H -0.205 -2.102 0.095
H -0.090 2.051 1.600
H 0.375 0.463 2.334
H 2.796 0.775 -1.177
*
```

=====

[6]
The following is a quantum chemistry calculation of C6H10 in the gas phase, from the OMol25 dataset.

Results
E_tot (eV): -6381.5225
Orbital gap (eV): 10.03
ΔE to the lowest compared entry with this formula, charge and spin (eV): 2.337
Highest occupied orbital energy (eV): -8.83
Strongest force on any atom (eV/Å): 1.1
SMILES string: C[C@H]1C[C@H]2C[C@H]21

ORCA input file:
```
! wB97M-V def2-TZVPD RIJCOSX def2/J DEFGRID3
* xyz 0 1
C -0.287 2.058 0.362
C 0.354 0.676 0.140
C 0.586 -0.601 1.064
C 0.565 -1.429 -0.221
C -0.824 -1.547 -0.684
C -0.187 -0.215 -0.955
H 0.478 2.846 0.381
H -0.956 2.309 -0.476
H -0.873 2.129 1.278
H 1.397 0.860 -0.135
H 1.516 -0.640 1.644
H -0.252 -0.835 1.734
H 1.422 -2.010 -0.556
H -1.651 -1.733 -0.006
H -0.892 -2.088 -1.630
H -0.397 0.219 -1.940
*
```

=====

Which of these has the highest highest occupied orbital energy?
number 4